# 1
Entry from the OMol25 dataset: C24H27AsFeN3 as an isolated structure (ωB97M-V with the def2-TZVPD basis set).

Values from the calculation:
**Charge**: +2
**Multiplicity**: 6
**Orbital gap (alpha / beta)**: 7.68 / 6.31 eV

Element x y z (Å)
Fe 0.18965 0.30031 0.34917
C -2.80066 2.99913 2.34854
C -1.64848 2.27624 2.02549
N -1.51472 1.59688 0.90149
C -2.52253 1.59582 -0.00206
C -3.75104 2.25169 0.26789
C -3.85885 2.97390 1.47384
C -4.79276 2.18898 -0.68443
C -4.58553 1.54843 -1.88229
C -3.35048 0.99466 -2.20597
C -2.28422 1.00909 -1.30173
N -0.99800 0.63618 -1.50877
C -0.26580 0.81156 -2.63525
C -0.68355 0.73538 -3.96720
C 0.16251 1.08799 -5.01558
C 1.42182 1.58665 -4.78422
C 1.89898 1.70281 -3.46028
C 3.13805 2.29495 -3.14158
C 3.53313 2.38153 -1.82899
C 2.69775 1.84819 -0.84292
N 1.52950 1.29558 -1.10843
C 1.09191 1.24199 -2.38811
H -2.83546 3.56134 3.26725
H -0.80212 2.26298 2.70198
H -4.76742 3.52016 1.68403
H -5.74353 2.63973 -0.44977
H -5.38501 1.48797 -2.60275
H -3.24319 0.52812 -3.17032
H -1.66801 0.37601 -4.21296
H -0.19592 0.98519 -6.02650
H 2.06229 1.88320 -5.59924
H 3.75223 2.69694 -3.93477
H 4.46024 2.85037 -1.54370
H 2.98880 1.88700 0.19993
C 1.23246 -4.86377 0.46391
C 0.63807 -4.06197 1.61070
As 0.56147 -2.08538 1.27540
C 2.48372 -1.54600 1.34580
C 3.32032 -2.17929 2.44906
C -0.21322 -1.40970 2.99207
C 0.18412 -2.10897 4.28833
H 1.24613 -5.92176 0.72509
H 2.25472 -4.55530 0.24367
H 0.63004 -4.75312 -0.43742
H 1.22879 -4.18512 2.52348
H -0.38476 -4.38963 1.81613
H 2.50944 -0.44645 1.42460
H 2.91053 -1.81074 0.37200
H 2.98108 -1.88740 3.43928
H 4.36158 -1.87668 2.35780
H 3.28335 -3.26458 2.37952
H -1.30052 -1.49284 2.87964
H 0.02512 -0.33696 3.04729
H -0.10202 -3.15804 4.26136
H -0.32994 -1.64808 5.13065
H 1.24996 -2.05518 4.48983

Cartesian forces, eV/Å:
-1.03 0.88 -1.75
-0.09 0.00 -0.18
-0.09 0.06 0.18
0.98 -0.58 0.19
-0.51 0.07 -0.25
0.49 -0.22 0.02
0.24 -0.08 0.13
0.16 -0.19 -0.20
-0.28 0.16 0.20
0.43 -0.08 0.10
-0.68 0.07 0.00
0.48 -0.10 0.78
0.28 -0.02 -0.62
-0.06 -0.02 0.40
0.29 0.10 -0.15
-0.27 -0.15 0.05
-0.20 -0.16 0.52
0.03 -0.05 0.30
-0.15 -0.01 -0.18
0.24 0.05 -0.02
-0.31 -0.46 1.02
-0.01 0.03 -0.57
-0.03 0.03 0.08
-0.06 -0.01 0.06
-0.07 0.00 0.05
-0.12 0.10 -0.02
-0.10 0.00 -0.07
0.00 -0.02 0.00
-0.01 -0.03 0.01
-0.03 -0.01 -0.13
0.04 0.08 -0.13
0.08 -0.01 -0.05
0.10 0.03 0.01
0.07 -0.03 -0.02
-0.06 0.23 -0.12
-0.20 0.22 -0.27
0.38 0.11 0.84
-0.18 -0.32 0.15
-0.01 0.09 0.05
0.11 -0.23 -0.07
0.09 0.00 -0.04
0.03 0.02 0.03
0.02 -0.05 -0.03
0.07 -0.04 -0.05
-0.15 0.23 -0.08
0.08 0.20 0.03
0.01 -0.05 -0.03
-0.19 0.15 0.01
0.02 0.00 0.01
0.06 -0.01 -0.03
0.06 -0.05 0.03
0.14 0.13 -0.19
-0.02 -0.01 -0.02
-0.02 -0.05 0.04
-0.05 -0.01 0.01
0.02 0.00 0.00

---

# 2
Entry from the OMol25 dataset: one molecule with the formula C4H10O2 (ωB97M-V with the def2-TZVPD basis set).

Values from the calculation:
**SMILES string**: COC[C@@H](C)O
**Relative energy (zero: lowest compared OMol25 entry of this formula, charge and spin)**: 33.3 kcal/mol
**Orbital gap**: 10.80 eV

Element x y z (Å)
C -1.55057 -0.74139 0.87382
O -0.53071 -1.54397 0.24840
C 0.14036 -0.89617 -0.81512
C 0.97296 0.28535 -0.23682
C 0.44304 1.62643 -0.72142
O 0.95198 0.21458 1.17631
H -1.22366 0.23294 1.26441
H -2.36308 -0.57999 0.16188
H -1.87546 -1.33524 1.72819
H -0.57871 -0.55097 -1.57603
H 0.79253 -1.63488 -1.29900
H 2.01976 0.18040 -0.54892
H 0.87333 2.44261 -0.13617
H -0.65064 1.68548 -0.64861
H 0.71503 1.76655 -1.77440
H 0.70976 -0.71165 1.36252

Cartesian forces, eV/Å:
-0.25 -0.30 -0.12
-0.26 0.14 0.11
0.04 0.09 -0.01
0.11 0.13 -0.29
-0.01 0.08 0.03
0.47 -0.04 0.10
0.16 -0.42 -0.36
-0.16 -0.10 0.06
-0.25 0.01 -0.16
0.09 0.04 0.20
-0.22 0.04 0.29
-0.10 0.03 -0.18
0.01 -0.07 -0.09
0.21 -0.04 0.07
-0.06 0.02 0.16
0.20 0.38 0.18

---

# 3
Entry from the OMol25 dataset: a 7-piece molecular cluster, C21H50BF10N4O8S overall (ωB97M-V with the def2-TZVPD basis set).

Values from the calculation:
**Charge**: +1
**Relative energy (zero: lowest compared OMol25 entry of this formula, charge and spin)**: 0.0 kcal/mol
**Orbital gap**: 8.66 eV

Element x y z (Å)
N 2.59117 -2.43304 1.86923
C 3.49745 -1.55140 1.12754
N 2.79587 -0.56992 0.28763
C 2.48150 -0.74636 -1.03895
F 2.81612 -1.82832 -1.69860
C 1.81867 0.36668 -1.46962
N 1.27858 0.64948 -2.71738
N 1.73312 1.19937 -0.37518
C 1.03226 2.48415 -0.43971
C -0.47197 2.26095 -0.58398
C -1.22889 2.33084 0.73266
F -0.34361 2.09498 1.76336
F -1.73592 3.55304 0.97247
C -2.28112 1.22111 0.95675
F -1.60795 0.05763 0.87996
F -2.76226 1.32616 2.19064
S -3.71890 1.10156 -0.25504
F -3.32449 2.47376 -0.94458
F -4.65773 1.88734 0.73854
F -4.08358 -0.26335 0.44997
F -2.79364 0.33136 -1.28111
F -4.91336 0.93958 -1.24678
C 2.35749 0.63192 0.67544
C 2.55907 1.22128 2.00544
B 3.95441 2.03620 2.00173
O 4.84452 1.80696 2.98789
O 4.22773 2.89882 0.95233
H 1.64962 -2.36026 1.50271
H 2.51576 -2.14568 2.83707
H 4.14104 -1.03358 1.82753
H 4.08971 -2.17225 0.46684
H 1.69444 0.06444 -3.42910
H 1.42364 1.61171 -2.99622
H 1.30499 3.12795 0.38175
H 1.37772 2.98424 -1.33682
H -0.87469 3.04475 -1.21939
H -0.67578 1.32288 -1.08602
H 2.57809 0.44459 2.76168
H 1.76331 1.91397 2.26006
H 5.74056 2.04121 2.71566
H 3.62860 3.65268 0.96514
C 1.89542 7.65396 -0.75259
C 1.40508 6.63841 -1.76305
O 1.37355 5.31159 -1.20190
H 2.89455 7.39165 -0.40177
H 1.92945 8.64991 -1.19295
H 1.23707 7.68630 0.11970
H 2.06867 6.59796 -2.62163
H 0.40721 6.89895 -2.12176
H 0.77639 5.32458 -0.44663
C -5.25262 -2.85306 2.16540
C -4.83579 -4.28583 1.89933
O -5.91720 -5.20289 2.02718
H -5.67013 -2.75353 3.16732
H -4.39072 -2.19062 2.07520
H -6.01720 -2.52467 1.45740
H -4.08246 -4.58281 2.62746
H -4.40108 -4.37692 0.89735
H -6.58956 -4.95850 1.38388
C 5.14100 -4.55615 -3.64388
C 5.22539 -3.04724 -3.78265
O 6.55749 -2.56836 -3.63220
H 5.52899 -4.86959 -2.67447
H 4.11154 -4.90482 -3.73946
H 5.74126 -5.04758 -4.41176
H 4.64174 -2.55943 -3.00654
H 4.83059 -2.73084 -4.75516
H 7.10000 -2.97317 -4.31542
C -0.76950 -6.42170 2.15891
C -0.95702 -4.91761 2.18548
O 0.28687 -4.22435 2.32204
H -0.27558 -6.75720 3.07053
H -1.72758 -6.93495 2.06992
H -0.14131 -6.71806 1.31570
H -1.56886 -4.62589 3.03755
H -1.45895 -4.57523 1.27343
H 0.84100 -4.46655 1.57412
C 3.14242 10.27033 -4.80172
C 3.18468 8.75556 -4.86157
O 1.89494 8.17594 -4.65319
H 2.75246 10.60277 -3.83925
H 4.13636 10.69579 -4.94215
H 2.48623 10.66908 -5.57823
H 3.82724 8.35936 -4.07587
H 3.58217 8.42207 -5.82503
H 1.31205 8.50191 -5.34523
C -7.80758 -6.86391 4.68486
C -7.84502 -8.27948 4.14213
O -8.38987 -8.32559 2.82593
H -8.81036 -6.43522 4.70207
H -7.40047 -6.84134 5.69732
H -7.18727 -6.22732 4.05009
H -8.47710 -8.91485 4.76025
H -6.83784 -8.71037 4.13174
H -7.82897 -7.78185 2.26480

Cartesian forces, eV/Å:
0.10 0.80 -0.21
-0.58 -0.95 0.51
0.34 0.22 0.23
-0.62 1.10 -0.10
0.05 -0.26 -0.03
0.57 -1.06 -0.33
0.08 0.24 0.13
0.31 0.04 0.53
-0.15 -0.44 -0.72
-0.25 0.57 0.11
0.49 -0.21 0.24
-0.06 0.05 0.06
-0.16 -0.03 -0.13
0.15 -0.05 0.14
0.07 -0.09 -0.06
-0.13 0.08 -0.01
-0.21 0.07 0.61
0.05 0.15 -0.20
-0.01 0.01 -0.08
-0.35 -0.13 -0.14
0.20 -0.09 -0.28
-0.02 -0.04 0.01
-0.69 -0.01 -0.22
0.68 0.40 0.28
-0.25 0.05 -0.11
0.16 -0.70 -0.42
-0.02 -0.04 0.49
-0.10 -0.31 -0.04
0.04 -0.11 0.07
0.23 0.17 -0.11
0.23 0.20 -0.26
-0.13 -0.18 -0.05
-0.06 0.09 -0.01
0.09 -0.11 0.27
0.16 0.18 -0.01
-0.09 0.07 -0.07
0.08 -0.13 -0.06
-0.08 -0.08 0.13
-0.20 -0.05 -0.05
0.06 0.43 0.32
0.04 0.12 -0.46
0.03 -0.12 0.08
-0.07 0.10 0.18
0.06 -0.18 0.00
0.03 0.03 -0.05
-0.02 0.01 -0.01
-0.04 0.07 -0.04
-0.04 -0.11 -0.04
0.03 0.03 -0.08
-0.06 0.24 -0.01
-0.08 0.00 0.03
-0.16 0.07 -0.14
0.09 -0.01 0.09
0.04 -0.02 0.02
-0.02 0.04 0.01
0.06 0.01 -0.05
-0.03 -0.17 -0.01
0.11 0.03 0.04
-0.04 0.01 0.00
0.05 0.03 0.07
0.22 -0.15 -0.24
-0.12 0.06 0.12
-0.03 0.01 0.02
0.00 0.00 -0.03
-0.05 -0.01 -0.05
0.02 0.06 0.03
-0.10 -0.01 0.04
0.05 0.00 0.00
0.10 0.04 0.04
0.08 -0.07 -0.18
-0.16 0.16 0.01
-0.04 0.00 0.03
0.00 0.01 -0.02
-0.06 -0.01 -0.04
0.06 0.08 0.03
-0.11 -0.04 0.05
0.12 -0.16 0.07
-0.08 -0.03 0.07
-0.14 0.11 -0.15
0.11 -0.03 0.12
0.04 0.00 0.02
0.00 0.00 -0.02
0.05 0.01 -0.04
-0.02 -0.06 0.01
0.09 -0.01 0.04
-0.04 0.00 -0.01
-0.03 0.07 -0.02
0.12 0.13 -0.14
-0.06 -0.04 0.07
-0.02 -0.05 0.04
0.00 -0.01 0.00
0.06 -0.02 0.03
-0.04 -0.04 -0.05
-0.01 -0.03 0.11
0.02 0.01 -0.02

---

One value per record, in order, for DFT total energy: -4593.9599; -308.8452; -3072.5723 Eh.
One value per record, in order, for largest force on an atom: 2.215; 0.577; 1.265 eV Å⁻¹.